Molecular formula: C10H16
Method: DFT, ωB97M-V/def2-TZVPD

Properties
SMILES: Cc1ccccc1.CCC
energy relative to the best compared isomer or geometry (same formula, charge and spin): 108.94 kJ/mol
HOMO: -8.9 eV
calculated total energy: -390.59438 a.u.
frontier orbital gap: 9.9 eV
largest force on an atom: 2.9 eV/A

```
! wB97M-V def2-TZVPD RIJCOSX def2/J DEFGRID3
* xyz 0 1
C 0.434 0.163 2.789
C 1.188 0.730 1.628
C 2.404 0.256 1.219
C 3.038 0.834 0.104
C 2.661 2.040 -0.421
C 1.322 2.495 -0.116
C 0.623 1.778 0.823
H -0.285 0.892 3.192
H 1.094 -0.056 3.636
H -0.124 -0.690 2.441
H 2.895 -0.571 1.742
H 3.945 0.397 -0.285
H 3.172 2.581 -1.202
H 0.758 3.253 -0.642
H -0.436 1.899 0.857
C -1.221 -2.429 -1.516
C -1.808 -1.062 -0.967
C -3.141 -0.721 -1.634
H -0.443 -2.357 -2.298
H -1.974 -2.874 -2.171
H -0.742 -2.988 -0.736
H -1.831 -1.223 0.107
H -1.052 -0.285 -1.121
H -3.554 0.258 -1.447
H -3.070 -0.887 -2.719
H -3.851 -1.432 -1.261
*
```

Mulliken population analysis, charges in e, atoms 1 to 8: -1.34, 0.67, -0.37, -0.45, -0.54, -0.39, -0.36, 0.34